No. 1
{"formula": "C22H18Cl3N3PRuS2Se2", "method": "ωB97M-V with the def2-TZVPD basis set", "species": ["Ru", "Se", "P", "Se", "C", "C", "C", "C", "C", "C", "C", "C", "C", "C", "C", "C", "H", "H", "H", "H", "H", "H", "H", "H", "H", "H", "C", "C", "N", "C", "C", "S", "C", "C", "S", "C", "N", "C", "H", "H", "H", "H", "H", "H", "H", "H", "Cl", "C", "Cl", "Cl", "C", "N"], "positions_angstrom": [[0.1490, 0.0046, 1.5729], [-0.1738, 1.8419, 0.0014], [0.8442, 0.5335, -1.5176], [1.3276, -1.2092, -0.1674], [2.3040, 1.3051, -2.2875], [2.0674, 2.4242, -3.0887], [3.1418, 3.0364, -3.7107], [4.4263, 2.5453, -3.5253], [4.6453, 1.4153, -2.7481], [3.5824, 0.7912, -2.1126], [-0.3089, 0.0304, -2.8352], [-1.4847, 0.7283, -3.0920], [-2.3051, 0.2888, -4.1190], [-1.9610, -0.8354, -4.8588], [-0.7901, -1.5304, -4.5818], [0.0499, -1.0965, -3.5713], [1.0657, 2.8049, -3.2336], [2.9727, 3.8986, -4.3372], [5.2648, 3.0440, -3.9915], [5.6423, 1.0215, -2.6259], [3.7491, -0.0872, -1.5011], [-1.7456, 1.6187, -2.5325], [-3.2206, 0.8187, -4.3311], [-2.6004, -1.1721, -5.6626], [-0.5201, -2.4074, -5.1487], [0.9773, -1.6114, -3.3589], [2.5807, -1.0049, 3.8327], [1.3613, -1.8347, 3.7892], [0.3564, -1.5977, 2.9887], [-0.6871, -2.4800, 3.1563], [-0.4370, -3.4339, 4.1203], [1.0936, -3.2117, 4.8234], [-1.8803, -2.2783, 2.3816], [-3.0451, -3.0222, 2.3905], [-4.2062, -2.3558, 1.3523], [-3.0826, -1.0827, 0.9342], [-1.9362, -1.1909, 1.5445], [-3.4250, -0.0024, -0.0067], [2.4872, -0.1564, 3.1366], [3.4684, -1.5861, 3.5733], [2.7455, -0.6204, 4.8413], [-1.0822, -4.2367, 4.4220], [-3.2426, -3.9145, 2.9504], [-4.4798, -0.0363, -0.2636], [-2.8376, -0.0905, -0.9249], [-3.1969, 0.9652, 0.4471], [-2.9478, 3.2210, 4.0823], [-1.4272, 2.7410, 4.9216], [-0.4865, 4.1707, 5.4235], [-1.7808, 1.6586, 6.3106], [-0.7429, 1.9388, 3.9611], [-0.2690, 1.2389, 3.1766]], "spin_multiplicity": 5, "e_tot_ev": -229350.816, "lumo_energy_ev": [-10.486, -12.344], "charge": 3}


No. 2
{"formula": "C22H18ClF6IInN4O5S4", "method": "ωB97M-V with the def2-TZVPD basis set", "species": ["In", "C", "C", "S", "C", "C", "S", "H", "H", "H", "H", "H", "H", "Cl", "C", "C", "C", "I", "C", "O", "C", "N", "C", "C", "C", "C", "H", "H", "H", "H", "F", "C", "F", "F", "S", "O", "O", "N", "S", "O", "O", "C", "F", "F", "F", "C", "C", "C", "N", "C", "C", "H", "H", "H", "H", "H", "C", "C", "N", "H", "H", "H"], "positions_angstrom": [[0.4997, -0.6299, 0.5633], [4.9808, -1.8882, 0.0947], [3.5747, -1.8456, 0.6623], [2.9917, -0.2507, 1.0790], [2.8252, -2.9618, 0.7469], [3.3460, -4.3034, 0.2829], [1.1542, -2.9850, 1.2555], [5.3571, -0.8760, -0.0325], [4.9949, -2.3869, -0.8780], [5.6585, -2.4204, 0.7679], [4.4262, -4.3800, 0.4087], [3.0986, -4.4574, -0.7725], [2.8705, -5.0990, 0.8546], [1.5371, 5.3633, 4.2187], [0.9871, 3.7918, 3.7012], [0.5121, 2.9039, 4.6311], [0.0958, 1.6396, 4.2258], [-0.6734, 0.2819, 5.6250], [0.1487, 1.1806, 2.9044], [-0.2003, -0.0052, 2.5722], [0.6067, 2.1528, 1.9387], [0.6174, 1.7703, 0.6445], [1.0230, 2.5975, -0.2860], [1.4549, 3.8994, 0.0096], [1.4604, 4.3198, 1.3098], [1.0269, 3.4494, 2.3336], [0.4627, 3.1859, 5.6734], [1.0169, 2.2416, -1.3047], [1.7927, 4.5433, -0.7902], [1.8000, 5.3107, 1.5771], [-3.6555, 1.0370, -2.9037], [-2.6712, 0.1751, -3.2460], [-3.0053, -0.9984, -2.7296], [-2.6742, 0.1028, -4.5741], [-1.0455, 0.9079, -2.5828], [-0.6151, 0.0128, -1.5267], [-1.4562, 2.2216, -2.2026], [-0.0560, 0.9295, -3.8160], [0.4175, -0.5436, -4.2301], [0.9938, -0.5673, -5.5342], [-0.5559, -1.5465, -3.9012], [1.8787, -0.9099, -3.0960], [2.9418, -1.2421, -3.8301], [1.6085, -1.9321, -2.2822], [2.2103, 0.1526, -2.3635], [-3.9446, -3.2190, 0.4271], [-3.0589, -3.2690, -0.6377], [-1.9046, -2.5068, -0.5762], [-1.6299, -1.7320, 0.4695], [-2.4723, -1.6824, 1.4986], [-3.6491, -2.4125, 1.5157], [-4.8518, -3.8100, 0.4127], [-3.2555, -3.8819, -1.5060], [-1.1873, -2.5001, -1.3877], [-2.1730, -1.0360, 2.3131], [-4.3099, -2.3546, 2.3691], [-3.8357, 3.0990, -0.2131], [-3.0111, 2.0568, 0.3689], [-2.3724, 1.2281, 0.8404], [-4.7809, 3.1628, 0.3234], [-4.0138, 2.8642, -1.2604], [-3.3119, 4.0519, -0.1556]], "de_lowest_kj_mol": 38.0, "spin_multiplicity": 1, "e_tot_ev": -124750.627, "lumo_energy_ev": 2.199, "charge": -1}